[1]
# C3H6N4O

The molecule C3H6N4O (wB97M-V/def2-TZVPD, the OMol25 dataset).

SMILES: N/N=c1/cc[nH]n1O
LUMO (eV): 0.676
Relative energy (zero: lowest compared OMol25 entry of this formula, charge and spin) (kcal per mole): 151.73
Calculated total energy (Ha): -411.9671
Spin multiplicity: 1
E_HOMO (hartree): -0.300

Last columns: bonded neighbours and bond lengths (Å).
Cartesian coordinates (Å):
1 O 0.22333 -1.34189 0.87832  N4 1.470, H14 1.064
2 N -1.49456 -0.69813 -0.68905  N4 1.569, C6 1.354, H10 1.006
3 N 2.22782 -0.09666 -0.30161  N5 1.453, H9 1.085, H11 1.101
4 N 0.05044 -0.66929 -0.41714  O1 1.470, N2 1.569, C7 1.540
5 N 1.55445 1.15637 -0.00764  N3 1.453, C7 1.321
6 C -1.97722 0.38268 -0.03086  N2 1.354, C8 1.345, H12 1.153
7 C 0.28140 0.80581 -0.03997  N4 1.540, N5 1.321, C8 1.513
8 C -1.09695 1.36405 0.23753  C6 1.345, C7 1.513, H13 1.138
9 H 1.71725 -0.59983 -1.11570  N3 1.085
10 H -1.85158 -1.57650 -0.35275  N2 1.006
11 H 3.29678 0.14926 -0.20248  N3 1.101
12 H -3.10142 0.50403 0.19619  C6 1.153
13 H -1.09190 2.18661 1.02397  C8 1.138
14 H 1.26216 -1.56651 0.82118  O1 1.064



[2]
# C5H7Br

The molecule C5H7Br (wB97M-V/def2-TZVPD, the OMol25 dataset).

SMILES: CC1(C)C=C1Br
LUMO (eV): 0.646
Relative energy (zero: lowest compared OMol25 entry of this formula, charge and spin) (kcal per mole): 68.73
Calculated total energy (Ha): -2768.5777
Spin multiplicity: 1
E_HOMO (hartree): -0.318

Last columns: bonded neighbours and bond lengths (Å).
Cartesian coordinates (Å):
1 Br 1.30479 -2.84060 -1.25998  C4 1.876
2 C 1.33291 -0.39076 0.75860  C3 1.499, C4 1.339, H11 1.010
3 C 0.05248 0.00534 0.08751  C2 1.499, C4 1.759, C5 1.485, C6 1.517
4 C 1.07278 -1.42044 -0.05691  Br1 1.876, C2 1.339, C3 1.759
5 C 0.09987 1.18057 -0.81845  C3 1.485, H7 1.217, H8 1.038, H13 1.120
6 C -1.32545 -0.20073 0.68853  C3 1.517, H9 1.031, H10 1.051, H12 1.116
7 H 0.82452 0.88758 -1.75088  C5 1.217
8 H -0.79346 1.36746 -1.31345  C5 1.038
9 H -1.60663 0.50786 1.38240  C6 1.031
10 H -1.26929 -1.03203 1.32857  C6 1.051
11 H 2.05758 -0.02885 1.36209  C2 1.010
12 H -2.23102 -0.20006 0.03621  C6 1.116
13 H 0.48092 2.16466 -0.44423  C5 1.120



[3]
# C4H8O2

The molecule C4H8O2 (wB97M-V/def2-TZVPD, the OMol25 dataset).

SMILES: CCC(=O)OC
LUMO (eV): 0.981
Relative energy (zero: lowest compared OMol25 entry of this formula, charge and spin) (kcal per mole): 47.55
Calculated total energy (Ha): -307.6366
Spin multiplicity: 1
E_HOMO (hartree): -0.343

Last columns: bonded neighbours and bond lengths (Å).
Cartesian coordinates (Å):
1 O 0.22037 -0.30937 -0.91122  C5 1.203
2 O 1.56750 0.44059 0.57962  C4 1.391, C5 1.285
3 C -2.19248 -0.19677 -0.17699  C6 1.494, H8 1.082, H12 1.078, H13 1.088
4 C 2.51210 -0.25642 -0.16567  O2 1.391, H9 1.062, H11 1.081, H14 1.070
5 C 0.38477 0.34132 0.08751  O1 1.203, O2 1.285, C6 1.563
6 C -1.10190 0.54745 0.52312  C3 1.494, C5 1.563, H7 1.086, H10 1.079
7 H -1.03408 0.29798 1.57766  C6 1.086
8 H -3.12066 0.03005 0.33100  C3 1.082
9 H 3.41325 -0.05399 0.35775  C4 1.062
10 H -1.21336 1.61510 0.41349  C6 1.079
11 H 2.60035 0.05177 -1.19784  C4 1.081
12 H -2.03432 -1.26011 -0.09411  C3 1.078
13 H -2.29641 0.05360 -1.23027  C3 1.088
14 H 2.29487 -1.30119 -0.09406  C4 1.070



[4]
# C5H11BrN

A cluster of 2 separate species, C5H11BrN in total (wB97M-V/def2-TZVPD, the OMol25 dataset).

LUMO (eV): -2.918
Relative energy (zero: lowest compared OMol25 entry of this formula, charge and spin) (kcal per mole): 90.95
Calculated total energy (Ha): -2825.4922
Spin multiplicity: 1
Total charge: +1
E_HOMO (hartree): -0.504

Last columns: bonded neighbours and bond lengths (Å).
Cartesian coordinates (Å):
1 Br -3.94424 -0.31633 1.69522  H12 1.398
2 N 0.79274 0.15137 -0.33543  C4 1.463, C5 1.359, C6 1.491, C7 1.482
3 C -0.21793 0.22758 -2.65029  C5 1.186, H8 1.060
4 C 0.13482 -0.78640 0.57435  N2 1.463, H14 1.061, H16 1.157, H18 1.114
5 C 0.23352 0.33834 -1.55954  N2 1.359, C3 1.186
6 C 0.96274 1.55023 0.15261  N2 1.491, H9 1.161, H15 1.108, H17 1.158
7 C 2.13278 -0.44895 -0.53713  N2 1.482, H10 1.108, H11 1.073, H13 1.074
8 H -0.30239 0.18719 -3.70596  C3 1.060
9 H 1.97266 1.57543 0.72384  C6 1.161
10 H 1.95746 -1.51603 -0.77775  C7 1.108
11 H 2.61242 0.12864 -1.30429  C7 1.073
12 H -5.33841 -0.32026 1.59838  Br1 1.398
13 H 2.60683 -0.34368 0.42069  C7 1.074
14 H 0.69682 -0.91060 1.46577  C4 1.061
15 H 0.06828 1.76461 0.77120  C6 1.108
16 H 0.00862 -1.81969 0.06848  C4 1.157
17 H 1.08393 2.18890 -0.80614  C6 1.158
18 H -0.89948 -0.45583 0.82418  C4 1.114



[5]
# CH2ClOP

A cluster of 2 separate species, CH2ClOP in total (wB97M-V/def2-TZVPD, the OMol25 dataset).

SMILES: O=C=P.Cl
LUMO (eV): -0.143
Relative energy (zero: lowest compared OMol25 entry of this formula, charge and spin) (kcal per mole): 20.11
Calculated total energy (Ha): -916.0396
Spin multiplicity: 1
E_HOMO (hartree): -0.333

Last columns: bonded neighbours and bond lengths (Å).
Cartesian coordinates (Å):
1 Cl 3.77452 0.32495 -0.09188  H6 1.339
2 P -1.67311 -1.00455 0.47452  C4 1.668, H5 1.388
3 O -2.77924 1.14077 -0.88928  C4 1.156
4 C -2.11376 0.28609 -0.48530  P2 1.668, O3 1.156
5 H -0.50651 -1.49921 -0.09196  P2 1.388
6 H 3.29810 0.75196 1.08391  Cl1 1.339



Please write out number 1 again, unchanged.
# C3H6N4O

The molecule C3H6N4O (wB97M-V/def2-TZVPD, the OMol25 dataset).

SMILES: N/N=c1/cc[nH]n1O
LUMO (eV): 0.676
Relative energy (zero: lowest compared OMol25 entry of this formula, charge and spin) (kcal per mole): 151.73
Calculated total energy (Ha): -411.9671
Spin multiplicity: 1
E_HOMO (hartree): -0.300

Last columns: bonded neighbours and bond lengths (Å).
Cartesian coordinates (Å):
1 O 0.22333 -1.34189 0.87832  N4 1.470, H14 1.064
2 N -1.49456 -0.69813 -0.68905  N4 1.569, C6 1.354, H10 1.006
3 N 2.22782 -0.09666 -0.30161  N5 1.453, H9 1.085, H11 1.101
4 N 0.05044 -0.66929 -0.41714  O1 1.470, N2 1.569, C7 1.540
5 N 1.55445 1.15637 -0.00764  N3 1.453, C7 1.321
6 C -1.97722 0.38268 -0.03086  N2 1.354, C8 1.345, H12 1.153
7 C 0.28140 0.80581 -0.03997  N4 1.540, N5 1.321, C8 1.513
8 C -1.09695 1.36405 0.23753  C6 1.345, C7 1.513, H13 1.138
9 H 1.71725 -0.59983 -1.11570  N3 1.085
10 H -1.85158 -1.57650 -0.35275  N2 1.006
11 H 3.29678 0.14926 -0.20248  N3 1.101
12 H -3.10142 0.50403 0.19619  C6 1.153
13 H -1.09190 2.18661 1.02397  C8 1.138
14 H 1.26216 -1.56651 0.82118  O1 1.064



> What is the E_HOMO in the fourth record?

-0.504 hartree